C3H7NO4S | ωB97M-V/def2-TZVPD

The geometry in XYZ format:
```
16
Properties=species:S:1:pos:R:3
C 0.289 -1.940 0.628
C 0.284 -1.558 -0.643
C -0.721 -0.574 -1.106
O -0.962 -0.218 -2.228
S -1.960 -0.032 0.249
O -1.344 0.404 1.472
O -3.094 -0.939 0.295
O -2.557 1.259 -0.454
H 1.082 -2.696 0.865
H -0.514 -1.657 1.280
H 0.937 -2.008 -1.265
H -2.454 1.222 -1.413
N 0.874 1.555 -0.047
H 0.577 0.678 0.349
H 0.409 2.321 0.419
H 1.862 1.626 -0.016
```

Properties
- Frontier orbital gap: 0.343 Ha
- ΔE to the lowest compared entry with this formula, charge and spin: 48.4 kcal/mol
- HOMO: -10.2 eV
- Molar mass: 153.16 Da
- SMILES: C=CC(=O)S(=O)(=O)O.N
- LUMO level: -0.8 eV

C3H7NO4S2 | ωB97M-V/def2-TZVPD

The geometry in XYZ format:
```
17
Properties=species:S:1:pos:R:3
C 2.049 0.015 0.908
C -1.252 1.325 -0.396
C 2.035 -1.421 0.393
N -0.592 2.444 -0.530
O -0.664 -2.223 -0.014
O -2.630 -1.375 -0.928
O 2.118 0.997 0.220
O -0.586 0.216 -0.625
S -2.645 1.388 0.417
S -1.530 -1.113 0.167
H 1.911 0.074 1.993
H 1.977 -1.462 -0.754
H 1.204 -1.920 0.663
H 2.992 -1.897 0.763
H -1.197 3.328 -0.463
H 0.246 2.452 -1.007
H -3.435 -0.828 -0.806
```

Properties
- Frontier orbital gap: 0.346 Ha
- ΔE to the lowest compared entry with this formula, charge and spin: 0.0 kcal/mol
- HOMO: -8.9 eV
- Molar mass: 185.23 Da
- LUMO level: 0.5 eV

C3H7NO5 | ωB97M-V/def2-TZVPD

The geometry in XYZ format:
```
16
Properties=species:S:1:pos:R:3
O -1.453 1.990 0.322
N -0.205 1.816 0.216
C 0.401 1.070 -0.646
C -0.277 0.109 -1.571
O 0.544 -0.973 -1.820
O -1.483 -0.305 -0.970
H 0.380 2.326 0.900
H 1.478 1.005 -0.574
H -0.449 0.587 -2.551
H 0.840 -1.360 -0.978
H -1.906 0.514 -0.621
O 1.421 -1.336 1.145
C 0.517 -1.478 1.922
O -0.759 -1.304 1.636
H 0.602 -1.837 2.957
H -0.974 -1.044 0.695
```

Properties
- Frontier orbital gap: 0.373 Ha
- ΔE to the lowest compared entry with this formula, charge and spin: 62.1 kcal/mol
- HOMO: -9.7 eV
- Molar mass: 137.09 Da
- SMILES: [O-]/[NH+]=C\C(O)O.O=CO
- LUMO level: 0.5 eV

C3H7NO7S | ωB97M-V/def2-TZVPD

The geometry in XYZ format:
```
19
Properties=species:S:1:pos:R:3
N -2.318 0.681 0.828
C -1.158 -0.016 0.913
O -0.807 -0.855 1.715
C -0.230 0.472 -0.289
O -0.727 1.730 -0.695
C -0.476 -0.662 -1.438
O 0.426 -0.594 -2.483
O 1.050 0.810 0.058
S 1.942 -0.432 0.632
O 3.311 0.002 0.544
O 1.390 -1.596 0.070
O 1.599 -0.155 2.201
H -2.990 0.504 1.613
H -2.322 1.396 0.200
H -0.140 2.190 -1.324
H -1.366 -0.377 -1.909
H -0.701 -1.595 -1.093
H 1.097 -1.282 -2.241
H 2.418 -0.223 2.699
```

Properties
- Frontier orbital gap: 0.374 Ha
- ΔE to the lowest compared entry with this formula, charge and spin: 22.4 kcal/mol
- HOMO: -9.7 eV
- Molar mass: 201.16 Da
- SMILES: NC(=O)[C@](O)(CO)OS(=O)(=O)O
- LUMO level: 0.5 eV

C3H7NOP | ωB97M-V/def2-TZVPD

The geometry in XYZ format:
```
13
Properties=species:S:1:pos:R:3
C -2.349 -1.191 -0.177
C -0.959 -1.387 0.359
C -1.301 -0.127 0.112
N 2.442 0.782 0.014
O 0.089 2.012 0.001
P -1.388 1.636 -0.028
H -2.628 -1.557 -1.222
H -3.122 -1.396 0.450
H -0.181 -2.065 0.498
H 2.508 0.956 -0.967
H 2.358 -0.136 0.426
H 1.367 1.135 0.062
H 3.164 1.339 0.471
```

Properties
- Charge: +1
- Frontier orbital gap: 0.305 Ha
- ΔE to the lowest compared entry with this formula, charge and spin: 24.2 kcal/mol
- HOMO: -13.8 eV
- Molar mass: 104.07 Da
- LUMO level: -5.5 eV

C3H7NOS | ωB97M-V/def2-TZVPD

The geometry in XYZ format:
```
13
Properties=species:S:1:pos:R:3
C -1.155 -0.228 -0.066
C -0.880 1.239 0.219
C 0.055 -0.989 0.492
N 1.133 1.393 0.012
O 2.786 -0.537 0.034
S 1.397 -0.081 -0.344
H -2.077 -0.572 0.399
H -1.259 -0.328 -1.290
H -0.933 2.017 -0.575
H -0.669 1.465 1.317
H 0.339 -0.916 1.532
H -0.020 -2.052 0.122
H 1.284 -0.411 -1.853
```

Properties
- Frontier orbital gap: 0.350 Ha
- ΔE to the lowest compared entry with this formula, charge and spin: 137.9 kcal/mol
- HOMO: -9.2 eV
- Molar mass: 105.16 Da
- LUMO level: 0.4 eV

C3H7NOS | ωB97M-V/def2-TZVPD

The geometry in XYZ format:
```
13
Properties=species:S:1:pos:R:3
N -0.621 -1.849 -1.220
S -0.189 -1.453 0.414
C -0.312 0.353 0.162
O -1.314 0.707 -0.710
C 0.228 1.040 1.452
C 1.044 1.063 0.168
H 0.233 -1.780 -1.804
H -0.943 -2.806 -1.322
H -1.503 -0.202 -0.989
H 0.428 0.415 2.357
H -0.254 1.984 1.793
H 1.118 1.905 -0.415
H 2.085 0.624 0.114
```

Properties
- Frontier orbital gap: 0.334 Ha
- ΔE to the lowest compared entry with this formula, charge and spin: 62.9 kcal/mol
- HOMO: -8.6 eV
- Molar mass: 105.16 Da
- SMILES: NSC1(O)CC1
- LUMO level: 0.5 eV

C3H7NOS | ωB97M-V/def2-TZVPD

The geometry in XYZ format:
```
13
Properties=species:S:1:pos:R:3
C 0.740 -1.023 -0.396
C 2.426 -0.102 0.819
C -2.865 0.828 0.036
N 1.118 -0.750 -1.539
O 1.261 -0.929 0.741
S -2.489 -0.824 0.659
H 3.067 -0.502 -0.025
H 2.854 -0.349 1.901
H 2.132 1.008 0.625
H -3.046 1.497 0.791
H -3.742 0.695 -0.685
H -1.898 1.213 -0.641
H 0.440 -0.760 -2.287
```

Properties
- Frontier orbital gap (alpha / beta): 0.330 / 0.237 Ha
- ΔE to the lowest compared entry with this formula, charge and spin: 122.5 kcal/mol
- HOMO (alpha / beta): -9.0 / -8.0 eV
- Molar mass: 105.16 Da
- LUMO level (alpha / beta): 0.0 / -1.5 eV